Entry 1:
{
  "formula": "C4H12N2O",
  "method": "the ωB97M-V functional and the def2-TZVPD basis",
  "multiplicity": 1,
  "smiles": "C=NCC.NCO",
  "relative_energy_kcal_mol": 104.77,
  "lumo_ev": -0.44,
  "homo_ha": -0.3154,
  "species": ["C", "N", "C", "C", "H", "H", "H", "H", "H", "H", "H", "N", "C", "O", "H", "H", "H", "H", "H"],
  "coordinates": [[-0.4247, -1.9675, -0.9238], [0.3562, -0.9680, -0.9793], [-0.1499, -0.4586, -2.3553], [0.5449, 0.8721, -2.6155], [-1.3402, -1.9844, -0.2940], [-0.2215, -2.9222, -1.4457], [-1.2337, -0.3014, -2.4475], [0.1654, -1.1368, -3.1523], [0.6204, 1.4837, -1.7183], [1.5602, 0.6560, -2.9327], [0.0613, 1.4005, -3.4326], [-0.4156, 1.0460, 3.3207], [-0.0370, 0.1909, 2.2396], [0.1780, 0.9177, 1.0420], [0.4002, 1.5048, 3.6967], [-1.0345, 1.7724, 2.9911], [0.8630, -0.3526, 2.5339], [-0.8102, -0.5604, 2.0575], [0.2690, 0.2584, 0.3145]]
}



Entry 2:
{
  "formula": "C38H28N3NiO2P",
  "method": "the ωB97M-V functional and the def2-TZVPD basis",
  "multiplicity": 3,
  "lumo_ev": [-0.28, -0.97],
  "homo_ha": [-0.2618, -0.2414],
  "species": ["Ni", "C", "C", "C", "C", "C", "C", "P", "C", "C", "C", "C", "C", "C", "C", "C", "C", "C", "C", "C", "C", "C", "C", "C", "H", "H", "H", "H", "H", "H", "H", "H", "H", "H", "H", "H", "H", "H", "H", "H", "C", "C", "N", "C", "C", "C", "C", "C", "C", "C", "C", "C", "N", "C", "H", "H", "H", "H", "H", "H", "H", "H", "O", "C", "C", "C", "C", "O", "N", "H", "H", "H", "H"],
  "coordinates": [[0.0472, 0.1022, 0.1782], [1.3862, 3.4759, 5.7299], [0.0524, 3.1081, 5.8233], [-0.5729, 2.4680, 4.7665], [0.1348, 2.1815, 3.6076], [1.4804, 2.5370, 3.5259], [2.1021, 3.1890, 4.5765], [-0.5558, 1.3899, 2.1203], [-2.2003, 0.8171, 2.6605], [-2.3965, -0.5546, 2.8055], [-3.6356, -1.0570, 3.1627], [-4.6986, -0.1925, 3.3765], [-4.5127, 1.1765, 3.2517], [-3.2676, 1.6733, 2.9017], [-0.9195, 2.8530, 1.0254], [-1.1150, 4.2745, 1.4463], [-0.9798, 5.3453, 0.5905], [-0.7034, 5.3875, -0.7927], [-0.7405, 4.2692, -1.6944], [-0.1149, 4.1695, -2.9567], [-0.0281, 2.9497, -3.6248], [-0.5003, 1.7328, -3.1029], [-1.1694, 1.8736, -1.9085], [-1.3498, 3.0935, -1.3205], [1.8684, 3.9774, 6.5562], [-0.5060, 3.3195, 6.7239], [-1.6128, 2.1780, 4.8585], [2.0408, 2.3006, 2.6289], [3.1442, 3.4628, 4.4964], [-1.5714, -1.2347, 2.6085], [-3.7730, -2.1251, 3.2654], [-5.6702, -0.5838, 3.6443], [-5.3347, 1.8566, 3.4220], [-3.1286, 2.7446, 2.8161], [-1.3137, 4.4874, 2.4883], [-1.0448, 6.3192, 1.0640], [-0.4157, 6.3473, -1.1997], [0.3580, 5.0388, -3.3924], [0.4901, 2.9295, -4.5735], [-0.2998, 0.7926, -3.5893], [-1.5775, -3.8115, -0.6785], [-0.6550, -2.7598, -0.4699], [-1.0103, -1.4984, -0.5337], [-2.3131, -1.1920, -0.7873], [-3.3121, -2.1678, -0.9217], [-2.8934, -3.5183, -0.8914], [-4.6648, -1.7498, -1.0039], [-4.9867, -0.4308, -0.8836], [-3.9819, 0.5610, -0.7538], [-4.3048, 1.9402, -0.4048], [-3.3722, 2.7858, 0.0260], [-1.9126, 2.4988, -0.0826], [-1.6078, 1.1285, -0.7225], [-2.6643, 0.1778, -0.8021], [-1.2274, -4.8314, -0.6348], [0.3835, -2.9543, -0.2217], [-3.6268, -4.3038, -1.0150], [-5.4391, -2.4934, -1.1118], [-6.0226, -0.1223, -0.8770], [-5.3475, 2.2263, -0.3885], [-3.6415, 3.7734, 0.3763], [0.0452, 2.8537, 0.4758], [2.5708, -2.8433, 0.5123], [2.8509, -1.6740, 0.3338], [4.2771, -1.1388, 0.2023], [4.0974, 0.3650, 0.0393], [2.5908, 0.5074, -0.0318], [1.9684, 1.5526, -0.2490], [1.9536, -0.6587, 0.1929], [4.7417, -1.6146, -0.6625], [4.8544, -1.4295, 1.0792], [4.5613, 0.7908, -0.8495], [4.4587, 0.9333, 0.8976]]
}



Entry 3:
{
  "formula": "C39H58BiN6O4",
  "method": "the ωB97M-V functional and the def2-TZVPD basis",
  "multiplicity": 1,
  "charge": 1,
  "relative_energy_kcal_mol": 13.98,
  "lumo_ev": -4.26,
  "homo_ha": -0.3809,
  "species": ["Bi", "C", "C", "C", "C", "C", "C", "C", "N", "C", "C", "C", "C", "C", "C", "O", "C", "C", "C", "C", "C", "C", "C", "C", "C", "O", "C", "C", "C", "C", "C", "C", "H", "H", "H", "H", "H", "H", "H", "H", "H", "H", "H", "H", "H", "H", "H", "H", "H", "H", "H", "H", "H", "H", "H", "H", "H", "H", "H", "H", "H", "H", "H", "H", "H", "H", "H", "H", "H", "H", "H", "H", "N", "C", "C", "C", "O", "O", "H", "H", "H", "H", "H", "H", "N", "C", "C", "C", "N", "H", "H", "H", "H", "C", "C", "C", "C", "N", "N", "C", "H", "H", "H", "H", "H", "H", "H", "H"],
  "coordinates": [[0.3083, 1.6602, -0.6110], [-3.3899, -5.2038, -1.5934], [-3.5773, -4.2640, -0.3911], [-5.0772, -4.0484, -0.1286], [-2.9539, -4.9193, 0.8390], [-2.9392, -2.9233, -0.7088], [-1.9214, -2.4068, 0.0042], [-1.3880, -1.1163, -0.3579], [-0.3308, -0.5412, 0.0869], [0.5684, -1.0095, 1.0470], [0.9588, -2.3375, 1.1973], [1.9117, -2.6799, 2.1381], [2.4462, -1.6492, 2.9171], [2.1216, -0.3045, 2.7718], [1.1635, 0.0341, 1.7936], [0.8184, 1.2896, 1.5251], [2.7885, 0.7805, 3.6196], [3.5792, 1.7355, 2.7106], [3.7694, 0.1984, 4.6397], [1.7156, 1.5616, 4.3938], [2.3571, -4.1363, 2.2678], [2.9848, -4.5906, 0.9422], [3.3876, -4.3307, 3.3800], [1.1381, -5.0158, 2.5777], [-2.1870, -0.2597, -1.3168], [-2.0279, 0.9544, -1.2765], [-3.1519, -0.9263, -2.1975], [-3.4749, -2.1873, -1.8599], [-3.7545, -0.1686, -3.3736], [-4.6231, 0.9941, -2.8646], [-2.6281, 0.3607, -4.2741], [-4.6435, -1.0893, -4.2128], [-3.8437, -6.1701, -1.3685], [-2.3311, -5.3665, -1.8029], [-3.8622, -4.8255, -2.5005], [-5.5475, -5.0068, 0.0950], [-5.5915, -3.6230, -0.9911], [-5.2333, -3.3854, 0.7241], [-3.4538, -5.8676, 1.0368], [-3.0593, -4.2969, 1.7297], [-1.8938, -5.1337, 0.6861], [-1.5005, -2.9197, 0.8540], [0.5569, -3.0858, 0.5274], [3.1800, -1.9103, 3.6626], [4.3676, 1.1931, 2.1801], [4.0620, 2.5111, 3.3087], [2.9295, 2.2194, 1.9818], [4.5937, -0.3340, 4.1610], [3.2754, -0.4804, 5.3373], [4.2010, 1.0131, 5.2226], [0.9971, 2.0240, 3.7197], [2.1884, 2.3431, 4.9932], [1.1760, 0.8988, 5.0729], [3.8587, -3.9833, 0.6970], [2.2776, -4.5161, 0.1139], [3.3044, -5.6320, 1.0131], [4.3007, -3.7624, 3.1927], [3.6629, -5.3845, 3.4376], [2.9915, -4.0390, 4.3548], [0.3907, -4.9600, 1.7835], [0.6629, -4.7095, 3.5115], [1.4390, -6.0606, 2.6741], [-4.2165, -2.7033, -2.4523], [-4.0408, 1.7198, -2.3016], [-5.4309, 0.6279, -2.2277], [-5.0729, 1.5056, -3.7174], [-1.9535, 1.0368, -3.7526], [-3.0668, 0.8968, -5.1172], [-2.0328, -0.4629, -4.6744], [-5.5112, -1.4457, -3.6528], [-4.0907, -1.9517, -4.5921], [-5.0182, -0.5342, -5.0727], [2.6024, 0.7039, -0.7675], [2.7615, -0.4597, -1.6716], [2.6393, -0.0269, -3.1186], [1.3987, 0.8162, -3.3648], [1.4079, 1.6946, -4.2093], [0.3812, 0.5489, -2.5904], [3.2194, 1.4597, -1.0571], [2.8695, 0.4518, 0.1817], [1.9803, -1.1748, -1.4186], [3.7274, -0.9395, -1.5011], [2.5861, -0.9125, -3.7554], [3.5089, 0.5472, -3.4431], [2.1924, 4.7833, -0.5144], [2.9112, 5.7728, -1.0741], [3.2972, 5.3312, -2.3165], [2.7450, 4.0456, -2.4315], [2.0715, 3.7200, -1.3309], [1.6887, 4.8042, 0.3574], [3.0915, 6.6986, -0.5547], [3.8910, 5.8583, -3.0419], [2.7724, 3.3566, -3.2639], [-0.8001, 7.0219, 2.4107], [-0.8687, 6.0539, 1.2806], [-1.1591, 6.2216, -0.0533], [-1.1384, 4.9316, -0.6206], [-0.8497, 4.0259, 0.3050], [-0.6656, 4.7261, 1.4493], [-1.3564, 4.5332, -2.0440], [-0.7623, 8.0391, 2.0282], [0.0834, 6.8575, 3.0287], [-1.6795, 6.9363, 3.0504], [-1.3718, 7.1517, -0.5529], [-0.5488, 4.2267, 2.3160], [-1.8964, 5.3100, -2.5814], [-1.9381, 3.6119, -2.1051], [-0.4055, 4.3736, -2.5571]]
}



Entry 4:
{
  "formula": "C31H31BF6O2S2",
  "method": "the ωB97M-V functional and the def2-TZVPD basis",
  "multiplicity": 1,
  "smiles": "CC1(C)OB(C(c2ccc(C(F)(F)F)cc2)c2ccc(C(F)(F)F)cc2)OC1(C)C.Cc1ccc(-c2ccc(C)s2)s1",
  "relative_energy_kcal_mol": 0.00,
  "lumo_ev": 0.14,
  "homo_ha": -0.2756,
  "species": ["C", "C", "C", "O", "B", "C", "C", "C", "C", "C", "C", "F", "F", "F", "C", "C", "C", "C", "C", "C", "C", "F", "F", "F", "C", "C", "O", "C", "C", "C", "H", "H", "H", "H", "H", "H", "H", "H", "H", "H", "H", "H", "H", "H", "H", "H", "H", "H", "H", "H", "H", "C", "C", "C", "C", "C", "C", "C", "C", "C", "C", "S", "S", "H", "H", "H", "H", "H", "H", "H", "H", "H", "H"],
  "coordinates": [[-1.4754, 2.3020, 4.7507], [-1.3747, 0.8241, 5.1036], [-2.7753, 0.3247, 5.4125], [-0.9433, 0.1161, 3.9193], [0.3642, -0.2526, 4.1307], [0.9536, -1.2377, 2.8944], [1.2019, -0.1035, 1.9034], [0.2767, 0.2305, 0.9045], [0.4400, 1.3787, 0.1315], [1.5520, 2.1917, 0.3435], [1.7248, 3.4636, -0.4465], [1.1298, 4.5290, 0.1848], [1.1778, 3.3752, -1.6940], [3.0456, 3.7852, -0.6079], [2.5031, 1.8665, 1.2980], [2.3205, 0.7313, 2.0758], [2.2348, -1.9348, 3.3086], [2.5857, -2.1681, 4.6447], [3.8685, -2.5960, 4.9874], [4.7531, -2.9644, 3.9842], [6.1187, -3.4874, 4.3386], [6.4829, -4.5209, 3.5198], [7.0740, -2.5107, 4.1947], [6.1831, -3.9407, 5.6239], [4.4037, -2.8436, 2.6409], [3.1535, -2.3285, 2.3194], [0.8941, 0.0698, 5.3378], [-0.2253, 0.5066, 6.1676], [0.2905, 1.6769, 6.9815], [-0.5943, -0.6334, 7.1156], [-1.9294, 2.8612, 5.5800], [-0.4962, 2.7463, 4.5235], [-2.1292, 2.4232, 3.8762], [-3.2202, 0.8907, 6.2408], [-3.4012, 0.4700, 4.5219], [-2.7863, -0.7412, 5.6659], [0.1971, -1.9402, 2.5258], [-0.5833, -0.4216, 0.7426], [-0.2896, 1.6489, -0.6261], [3.3752, 2.4967, 1.4309], [3.0615, 0.4960, 2.8386], [1.8684, -1.9713, 5.4349], [4.1667, -2.6407, 6.0315], [5.1050, -3.1332, 1.8597], [2.8854, -2.1871, 1.2681], [-0.5274, 2.1769, 7.5145], [0.9922, 1.3108, 7.7414], [0.8218, 2.4064, 6.3592], [-1.5033, -0.3906, 7.6859], [-0.7643, -1.5828, 6.5837], [0.2149, -0.7789, 7.8456], [-3.2881, -3.3151, 2.3032], [-1.8894, -3.7283, 2.0380], [-1.0597, -4.3786, 2.9402], [0.2055, -4.7160, 2.4035], [0.3533, -4.2726, 1.0903], [1.4699, -4.4369, 0.2500], [2.6086, -5.1982, 0.5013], [3.5920, -5.0445, -0.4975], [3.2161, -4.1771, -1.5113], [4.0419, -3.8339, -2.6907], [1.6346, -3.5519, -1.2584], [-1.1123, -3.4725, 0.5280], [-3.6088, -3.7383, 3.2601], [-3.3522, -2.2230, 2.3664], [-3.9761, -3.6604, 1.5237], [-1.4056, -4.6242, 3.9438], [1.0010, -5.2470, 2.9270], [2.6871, -5.8266, 1.3813], [4.5631, -5.5264, -0.5000], [5.0124, -4.3236, -2.5628], [3.5748, -4.1942, -3.6164], [4.1968, -2.7509, -2.7648]]
}



| no. | DFT total energy (eV) |
| --- | --- |
| 1 | -9366.6506 |
| 2 | -98757.3781 |
| 3 | -64351.7482 |
| 4 | -75401.3610 |